Entry 1:
This record from the OMol25 dataset describes a single C17H27NO2 molecule. The level of theory is wB97M-V/def2-TZVPD.

Element x y z (Å)
C1 1.921 8.225 -0.246
C2 1.747 6.883 -0.947
C3 3.068 6.122 -1.034
C4 2.971 4.821 -1.831
C5 2.119 3.752 -1.149
C6 2.171 2.431 -1.913
C7 1.245 1.357 -1.341
C8 1.640 0.923 0.076
C9 0.823 -0.286 0.489
O1 -0.190 -0.222 1.151
N1 1.325 -1.465 0.043
H1 2.098 -1.459 -0.602
C10 0.614 -2.705 0.241
C11 -0.511 -2.885 -0.796
O2 -1.272 -4.042 -0.562
C12 -2.208 -4.039 0.440
C13 -2.520 -2.955 1.253
C14 -3.505 -3.090 2.219
C15 -4.180 -4.285 2.388
C16 -3.866 -5.364 1.577
C17 -2.889 -5.244 0.610
H2 -2.632 -6.072 -0.032
H3 -4.385 -6.304 1.698
H4 -4.943 -4.377 3.146
H5 -3.739 -2.243 2.846
H6 -2.014 -2.007 1.161
H7 -0.079 -3.025 -1.793
H8 -1.140 -1.987 -0.809
H9 1.313 -3.541 0.183
H10 0.174 -2.679 1.242
H11 2.704 0.682 0.109
H12 1.433 1.727 0.781
H13 0.219 1.728 -1.324
H14 1.270 0.486 -2.003
H15 3.198 2.057 -1.918
H16 1.884 2.614 -2.951
H17 2.485 3.605 -0.132
H18 1.082 4.086 -1.090
H19 2.561 5.034 -2.821
H20 3.980 4.423 -1.973
H21 3.810 6.767 -1.511
H22 3.425 5.901 -0.025
H23 1.360 7.048 -1.955
H24 1.013 6.289 -0.400
H25 2.630 8.850 -0.786
H26 0.973 8.754 -0.189
H27 2.295 8.081 0.765

Output
Total charge = 0
Energy relative to the best compared isomer or geometry (same formula, charge and spin) = 28.7 kJ/mol
HOMO = -8.331 eV
HOMO-LUMO gap = 9.04 eV
E_LUMO = 0.026 Eh
Multiplicity = 1
Structure (SMILES) = CCCCCCCCC(=O)NCCOc1ccccc1

Charge distribution, Mulliken scheme, values in e: -1.362 -0.209 -0.710 -0.727 -0.385 -0.828 -0.473 -0.799 0.456 -0.622 -0.102 0.288 -0.725 -0.551 -0.409 0.751 -0.350 -0.760 -0.521 -0.354 -0.554 0.409 0.366 0.374 0.382 0.425 0.283 0.427 0.353 0.423 0.335 0.314 0.277 0.338 0.354 0.376 0.278 0.266 0.331 0.373 0.383 0.304 0.277 0.251 0.336 0.373 0.340

=====

Entry 2:
This record from the OMol25 dataset describes a single C5H9NO2 molecule in a non-equilibrium geometry. The level of theory is wB97M-V/def2-TZVPD.

Element x y z (Å)
C1 1.953 -1.282 1.094
N1 1.498 -0.344 0.124
C2 -1.754 1.332 0.443
C3 -0.359 1.131 -0.024
C4 0.051 -0.394 -0.170
C5 -0.164 -0.934 -1.601
O1 -1.307 -0.881 -1.973
O2 1.255 -1.837 1.827
H1 3.018 -1.392 1.082
H2 1.914 -0.346 -0.739
H3 -2.550 1.167 -0.290
H4 -1.849 0.531 1.283
H5 -2.027 2.335 0.916
H6 -0.146 1.654 -0.946
H7 0.343 1.491 0.735
H8 -0.513 -1.080 0.535
H9 0.635 -1.151 -2.295

Output
Total charge = 0
Energy relative to the best compared isomer or geometry (same formula, charge and spin) = 182.3 kJ/mol
HOMO = -9.881 eV
HOMO-LUMO gap = 10.55 eV
E_LUMO = 0.025 Eh
Multiplicity = 1
Structure (SMILES) = CC[C@@H](C=O)NC=O

Charge distribution, Mulliken scheme, values in e: -0.074 -0.333 -1.021 -0.504 0.213 -0.240 -0.440 -0.432 0.396 0.252 0.256 0.269 0.309 0.286 0.357 0.394 0.313

=====

Entry 3:
This record from the OMol25 dataset describes 4 unconnected molecules or ions with the total composition C26H50N3O5P2 in a non-equilibrium geometry. The level of theory is wB97M-V/def2-TZVPD.

Element x y z (Å)
C1 -4.083 -0.142 1.952
C2 -3.429 -0.011 0.764
C3 -3.192 -1.184 -0.149
P1 -2.020 -0.781 -1.601
C4 -1.848 -2.651 -2.196
C5 -2.867 -3.625 -1.746
O1 -2.711 -4.358 -0.780
C6 -4.152 -3.776 -2.518
C7 -4.163 -4.112 -3.866
C8 -5.362 -4.294 -4.545
C9 -6.568 -4.146 -3.875
C10 -6.576 -3.789 -2.532
C11 -5.371 -3.617 -1.867
O2 -3.441 -0.628 -2.636
C12 -3.271 0.007 -3.870
C13 -3.167 1.541 -3.783
C14 -1.743 2.126 -3.829
C15 -1.703 3.406 -4.677
P2 -0.236 -1.032 -0.204
C16 0.178 0.577 0.612
C17 1.293 -1.446 -1.164
H1 -4.927 0.504 2.183
H2 -3.757 -0.856 2.704
H3 -3.060 0.975 0.478
H4 -2.777 -1.977 0.484
H5 -4.195 -1.437 -0.484
H6 -1.102 -0.435 -2.687
H7 -2.093 0.642 -1.272
H8 -0.872 -3.090 -1.973
H9 -1.916 -2.586 -3.286
H10 -3.232 -4.240 -4.404
H11 -5.368 -4.577 -5.590
H12 -7.505 -4.303 -4.395
H13 -7.500 -3.668 -1.982
H14 -5.364 -3.353 -0.817
H15 -2.442 -0.413 -4.460
H16 -4.182 -0.213 -4.440
H17 -3.706 1.936 -4.653
H18 -3.726 1.850 -2.900
H19 -1.507 2.450 -2.814
H20 -1.015 1.400 -4.181
H21 -2.252 3.271 -5.614
H22 -0.687 3.701 -4.943
H23 -2.201 4.225 -4.156
H24 -0.679 1.058 1.079
H25 0.693 1.259 -0.076
H26 0.901 0.366 1.403
H27 1.579 -2.464 -0.897
H28 1.141 -1.430 -2.247
H29 2.134 -0.817 -0.867
C18 4.919 1.739 1.886
C19 3.984 0.713 2.477
O3 3.478 -0.157 1.793
N1 3.707 0.790 3.810
C20 4.206 1.738 4.789
H30 5.030 1.531 0.829
H31 4.512 2.745 2.009
H32 5.905 1.691 2.350
H33 3.067 0.075 4.116
H34 4.734 1.197 5.577
H35 3.371 2.280 5.236
H36 4.887 2.448 4.332
C21 4.049 2.789 -1.661
C22 5.457 2.353 -1.997
O4 6.278 2.057 -1.143
N2 5.786 2.293 -3.316
C23 4.953 2.596 -4.463
H37 3.929 2.788 -0.584
H38 3.859 3.796 -2.034
H39 3.318 2.103 -2.091
H40 6.734 1.994 -3.480
H41 4.860 1.717 -5.103
H42 5.398 3.403 -5.049
H43 3.961 2.900 -4.148
C24 1.950 0.435 9.619
C25 1.981 0.815 8.156
O5 1.995 1.978 7.790
N3 1.993 -0.197 7.249
C26 1.980 -1.627 7.491
H44 1.943 1.347 10.207
H45 1.052 -0.140 9.849
H46 2.830 -0.151 9.885
H47 2.010 0.124 6.294
H48 2.870 -2.089 7.059
H49 1.103 -2.077 7.025
H50 1.959 -1.838 8.554

Output
Total charge = -1
Energy relative to the best compared isomer or geometry (same formula, charge and spin) = 0.0 kJ/mol
HOMO = -3.300 eV
HOMO-LUMO gap = 5.41 eV
E_LUMO = 0.078 Eh
Multiplicity = 1

Charge distribution, Mulliken scheme, values in e: -0.897 -0.334 -1.058 1.533 -1.056 -0.289 -0.632 0.648 0.108 -0.813 -0.305 -0.932 -0.159 -0.463 -0.839 -0.749 0.030 -1.447 0.082 -0.823 -1.130 0.245 0.280 0.328 0.746 0.077 -0.090 -0.499 0.446 0.367 0.404 0.371 0.370 0.380 0.445 0.344 0.415 0.505 0.199 0.059 0.306 0.373 0.348 0.336 0.410 0.160 0.192 0.294 0.303 0.397 -1.310 0.827 -0.634 -0.038 -0.880 0.179 0.388 0.404 0.145 0.259 0.284 0.380 -1.186 0.839 -0.656 -0.178 -0.801 0.091 0.439 0.373 0.235 0.280 0.272 0.307 -1.318 0.854 -0.629 -0.116 -0.877 0.299 0.368 0.346 0.132 0.285 0.308 0.345

=====

Entry 4:
This record from the OMol25 dataset describes a molecular structure, C24H49F2NO14S2 in a non-equilibrium geometry. The level of theory is wB97M-V/def2-TZVPD.

Element x y z (Å)
C1 2.572 -1.637 4.626
O1 2.670 -1.265 3.253
C2 3.179 0.081 3.157
C3 1.986 1.082 3.386
C4 1.981 2.217 2.276
C5 2.445 3.626 2.869
C6 1.493 4.764 2.369
C7 0.802 5.672 3.447
C8 0.708 5.136 4.902
C9 -0.258 3.937 5.190
C10 -1.012 3.274 3.997
C11 -2.601 3.293 4.163
C12 -3.218 1.839 4.221
N1 -3.857 1.468 2.919
S1 -5.452 0.862 3.099
O2 -5.559 -0.249 4.062
O3 -5.874 0.432 1.749
F1 -6.447 2.076 3.542
S2 -2.904 0.385 1.996
O4 -3.151 -1.037 2.310
O5 -1.457 0.624 2.108
F2 -3.291 0.659 0.413
H1 2.588 -0.771 5.329
H2 3.393 -2.334 4.922
H3 1.593 -2.152 4.783
H4 3.662 0.170 2.162
H5 3.966 0.198 3.946
H6 1.027 0.520 3.318
H7 2.053 1.566 4.385
H8 0.951 2.253 1.859
H9 2.653 1.964 1.419
H10 3.448 3.804 2.403
H11 2.621 3.570 3.961
H12 2.084 5.437 1.695
H13 0.692 4.348 1.707
H14 -0.221 5.941 3.076
H15 1.352 6.647 3.484
H16 1.717 4.869 5.307
H17 0.382 5.995 5.545
H18 0.320 3.139 5.723
H19 -1.020 4.272 5.941
H20 -0.805 3.655 2.980
H21 -0.749 2.186 3.985
H22 -3.029 3.759 3.240
H23 -2.930 3.883 5.043
H24 -2.513 1.073 4.610
H25 -4.052 1.889 4.969
C13 8.567 -1.755 -1.237
C14 8.780 -2.849 -0.210
O6 7.857 -2.731 0.880
C15 6.610 -3.132 0.620
O7 6.212 -3.579 -0.421
O8 5.875 -2.926 1.716
C16 4.486 -3.221 1.546
H26 8.611 -0.772 -0.763
H27 9.328 -1.807 -2.017
H28 7.588 -1.840 -1.709
H29 9.777 -2.754 0.221
H30 8.714 -3.842 -0.658
H31 4.339 -4.232 1.166
H32 4.030 -2.491 0.876
H33 4.008 -3.142 2.517
C17 -4.169 -1.786 -1.529
C18 -2.789 -2.368 -1.289
O9 -2.678 -3.689 -1.837
C19 -2.539 -3.749 -3.160
O10 -2.492 -2.813 -3.914
O11 -2.487 -5.037 -3.512
C20 -2.441 -5.247 -4.923
H34 -4.940 -2.461 -1.150
H35 -4.270 -0.822 -1.036
H36 -4.360 -1.650 -2.594
H37 -2.623 -2.462 -0.215
H38 -2.002 -1.722 -1.683
H39 -1.624 -4.688 -5.380
H40 -3.394 -4.968 -5.374
H41 -2.273 -6.309 -5.091
C21 -2.589 -0.647 -6.212
C22 -1.924 -0.249 -7.516
O12 -2.373 -1.069 -8.605
C23 -3.590 -0.789 -9.071
O13 -4.322 0.077 -8.673
O14 -3.867 -1.658 -10.049
C24 -5.187 -1.533 -10.573
H42 -2.442 -1.708 -6.016
H43 -2.178 -0.073 -5.380
H44 -3.665 -0.475 -6.248
H45 -0.848 -0.406 -7.437
H46 -2.082 0.807 -7.745
H47 -5.392 -0.512 -10.893
H48 -5.916 -1.852 -9.826
H49 -5.262 -2.190 -11.437

Output
Total charge = 0
HOMO = -9.653 eV
HOMO-LUMO gap = 8.35 eV
E_LUMO = -0.048 Eh
Multiplicity = 1

Charge distribution, Mulliken scheme, values in e: -0.774 -0.404 -0.776 -0.068 -0.640 -0.664 -0.907 -0.728 -0.827 -0.740 1.180 -0.990 -0.808 0.129 1.055 -0.492 -0.548 -0.193 1.055 -0.596 -0.477 -0.219 0.357 0.281 0.255 0.419 0.294 0.124 0.195 0.162 0.616 0.402 0.401 0.436 0.467 0.232 0.423 0.276 0.445 0.267 0.364 -0.017 -0.665 0.294 0.449 0.503 0.464 -1.095 -0.167 -0.366 0.767 -0.554 -0.341 -0.456 0.289 0.350 0.314 0.287 0.309 0.368 0.273 0.015 -0.975 -0.073 -0.373 0.718 -0.543 -0.350 -0.599 0.286 0.238 0.305 0.266 0.297 0.277 0.286 0.208 -0.939 -0.295 -0.349 0.785 -0.550 -0.341 -0.636 0.263 0.345 0.316 0.300 0.325 0.291 0.290 0.224

=====

Entry 5:
This record from the OMol25 dataset describes a molecular structure, C22H26N6O4Ti. The level of theory is wB97M-V/def2-TZVPD.

Element x y z (Å)
Ti1 0.478 -0.223 0.087
C1 2.436 0.105 4.098
C2 1.777 0.352 2.779
N1 2.058 -0.240 1.683
C3 3.080 -1.270 1.558
C4 2.461 -2.469 0.839
N2 1.646 -2.069 -0.332
C5 2.332 -1.957 -1.635
C6 2.908 -0.562 -1.838
N3 1.879 0.470 -1.547
C7 1.172 1.015 -2.744
C8 -0.272 1.483 -2.408
N4 -0.403 1.512 -0.965
C9 -1.107 2.348 -0.305
C10 -2.004 3.378 -0.904
C11 -0.852 2.272 1.164
C12 -1.462 3.018 2.158
C13 -0.982 2.887 3.454
C14 0.094 2.051 3.723
C15 0.641 1.318 2.683
N5 0.153 1.440 1.448
H1 3.508 -0.040 3.985
H2 2.014 -0.798 4.546
H3 2.279 0.928 4.788
H4 3.481 -1.608 2.513
H5 3.909 -0.855 0.981
H6 1.780 -2.965 1.530
H7 3.241 -3.178 0.555
H8 0.891 -2.742 -0.420
H9 1.591 -2.163 -2.409
H10 3.125 -2.701 -1.740
H11 3.298 -0.467 -2.853
H12 3.745 -0.399 -1.161
H13 2.364 1.249 -1.112
H14 1.144 0.247 -3.517
H15 1.744 1.851 -3.147
H16 -1.004 0.783 -2.809
H17 -0.468 2.453 -2.864
H18 -2.613 2.940 -1.695
H19 -1.402 4.177 -1.346
H20 -2.665 3.820 -0.166
H21 -2.292 3.675 1.946
H22 -1.441 3.448 4.257
H23 0.470 1.974 4.732
O1 -5.134 -2.193 -3.666
C16 -5.114 -2.076 -2.434
O2 -5.976 -2.052 -1.550
C17 -3.661 -1.878 -1.872
C18 -2.577 -1.861 -2.745
C19 -1.327 -1.558 -2.259
N6 -1.106 -1.297 -0.958
C20 -2.148 -1.402 -0.100
C21 -3.432 -1.667 -0.516
C22 -1.757 -1.154 1.341
O3 -2.563 -0.846 2.179
O4 -0.445 -1.255 1.527
H24 -2.764 -2.057 -3.794
H25 -0.467 -1.490 -2.920
H26 -4.260 -1.703 0.179

Output
Total charge = +1
HOMO (alpha / beta) = -9.673 / -9.673 eV
HOMO-LUMO gap (alpha / beta) = 4.90 / 4.87 eV
E_LUMO (alpha / beta) = -0.175 / -0.176 Eh
Multiplicity = 2
<S²> = 0.753

Charge distribution, Mulliken scheme, values in e: -0.904 -2.100 0.811 0.411 -0.497 -1.181 0.107 -0.534 -0.817 -0.078 -0.851 -0.933 0.605 0.346 -1.863 1.192 -1.018 -0.893 -0.742 0.970 0.542 0.504 0.366 0.484 0.637 0.168 0.458 0.423 0.378 0.256 0.442 0.514 0.294 0.313 0.419 0.410 0.307 0.681 0.430 0.364 0.463 0.359 0.466 0.353 -0.702 0.437 -0.687 0.182 -0.905 -0.462 0.560 0.725 -0.917 0.142 -0.644 -0.444 0.541 0.463 0.650

=====

Entry 6:
This record from the OMol25 dataset describes a molecular structure, C22H24N5SY in a non-equilibrium geometry. The level of theory is wB97M-V/def2-TZVPD.

Element x y z (Å)
Y1 -0.777 -0.749 1.149
C1 -2.393 1.674 1.258
C2 -3.679 0.820 1.167
N1 -3.314 -0.661 1.447
C3 -4.086 -1.244 2.582
C4 -3.273 -2.025 3.580
S1 -1.518 -1.690 3.734
C5 -1.612 -0.012 4.454
C6 -1.997 1.164 3.667
N2 -1.420 1.202 2.323
H1 -2.623 2.707 1.451
H2 -1.784 1.619 0.354
H3 -4.075 0.917 0.149
H4 -4.409 1.231 1.852
H5 -3.565 -1.246 0.573
H6 -4.934 -1.869 2.220
H7 -4.490 -0.462 3.197
H8 -3.276 -3.140 3.461
H9 -3.535 -1.955 4.699
H10 -0.567 -0.016 4.851
H11 -2.325 -0.058 5.280
H12 -1.682 2.018 4.270
H13 -3.073 1.326 3.574
H14 -0.812 2.005 2.294
N3 6.519 0.979 -6.391
C7 5.759 0.721 -5.560
C8 4.688 0.582 -4.554
C9 4.514 1.542 -3.517
C10 3.491 1.425 -2.600
C11 2.636 0.292 -2.664
C12 2.871 -0.639 -3.696
C13 3.829 -0.490 -4.686
C14 1.576 -0.056 -1.600
C15 0.251 -0.277 -1.999
C16 -0.255 -0.102 -3.284
C17 -1.608 -0.463 -3.296
C18 -1.881 -0.824 -1.973
N4 -0.826 -0.713 -1.125
C19 2.119 -0.121 -0.326
C20 3.439 -0.371 -0.003
C21 3.580 -0.637 1.332
C22 2.246 -0.521 1.854
N5 1.351 -0.269 0.825
H15 5.292 2.256 -3.334
H16 3.493 2.222 -1.903
H17 2.320 -1.587 -3.718
H18 3.890 -1.245 -5.536
H19 0.355 0.160 -4.108
H20 -2.291 -0.317 -4.101
H21 -2.781 -1.326 -1.648
H22 4.234 -0.422 -0.737
H23 4.514 -0.841 1.857
H24 1.891 -0.516 2.907

Output
Total charge = +2
HOMO = -13.803 eV
HOMO-LUMO gap = 6.90 eV
E_LUMO = -0.254 Eh
Multiplicity = 1

Charge distribution, Mulliken scheme, values in e: 1.430 -0.691 -0.722 -0.150 -0.802 -0.628 -0.072 -0.784 -0.553 -0.321 0.581 0.393 0.420 0.382 0.330 0.522 0.231 0.400 0.432 0.411 0.466 0.555 0.214 0.254 -0.391 -0.234 0.624 -0.662 -0.442 -0.420 -0.314 -0.658 1.172 0.264 -0.372 -1.254 -0.191 -0.122 -0.318 -0.152 -1.225 -0.073 -0.205 0.430 0.487 0.499 0.363 0.668 0.472 0.457 0.500 0.432 0.367